{"formula": "C14H15FN2O5S", "method": "the ωB97M-V functional and the def2-TZVPD basis", "symbols": ["S", "F", "O", "O", "O", "O", "O", "N", "N", "C", "C", "C", "C", "C", "C", "C", "C", "C", "C", "C", "C", "C", "C", "H", "H", "H", "H", "H", "H", "H", "H", "H", "H", "H", "H", "H", "H", "H"], "xyz": [[-0.342, 0.690, 3.274], [0.788, -3.395, 6.208], [-2.324, -1.207, 2.444], [-1.207, -4.723, 4.885], [0.818, 1.259, 4.037], [1.212, -0.162, -2.472], [-1.521, 1.584, 3.465], [-1.797, -2.973, 3.667], [-0.592, -0.916, 3.882], [-1.602, -1.663, 3.331], [1.418, 0.274, 1.117], [-0.532, 0.465, -0.820], [0.795, 0.193, -1.194], [0.321, 0.138, -3.561], [-0.889, 0.664, 0.514], [1.775, 0.146, -0.237], [-1.029, -3.549, 4.633], [0.221, -1.428, 4.911], [1.636, 2.118, -4.338], [0.020, -2.748, 5.296], [0.235, 1.636, -3.986], [0.113, 0.557, 1.484], [-0.683, 1.858, -5.199], [2.774, -0.111, -0.480], [-0.186, 1.482, -6.095], [-1.652, 1.330, -5.017], [-1.931, 0.881, 0.740], [-1.322, 0.510, -1.558], [2.107, 1.507, -5.132], [-2.649, -3.415, 3.331], [0.686, -0.425, -4.434], [0.980, -0.808, 5.389], [-0.115, 2.239, -3.127], [-0.727, -0.243, -3.410], [1.643, 3.129, -4.661], [2.253, 2.021, -3.425], [-0.938, 2.901, -5.310], [2.243, 0.182, 1.848]], "forces_ev_per_a": [[0.450, 5.705, 1.438], [-0.879, 0.902, -0.885], [0.811, 0.329, 0.844], [0.200, 0.168, 0.405], [-1.868, -2.758, -1.829], [-1.146, 0.908, 0.408], [1.948, -3.259, -1.072], [1.067, 1.720, 0.981], [0.815, 0.158, 0.806], [-2.530, 0.522, -3.199], [1.236, 0.109, 0.012], [-0.071, 0.195, 0.069], [-0.406, -0.485, -1.193], [-1.219, 0.147, -0.884], [0.394, -0.092, -0.430], [-0.754, -0.093, 1.775], [0.183, -2.771, 0.886], [-0.081, -2.818, 1.111], [0.674, -1.173, 0.909], [0.498, 2.427, -0.945], [0.558, -0.059, 0.192], [-0.919, -0.513, 0.993], [-0.737, -1.234, 1.073], [0.734, -0.062, -0.334], [-0.282, 0.015, -0.054], [0.641, 0.244, -0.467], [0.339, -0.124, 0.271], [0.117, 0.031, -0.007], [-0.311, 0.160, 0.329], [0.433, 0.003, 0.021], [0.191, 0.074, 0.434], [-0.324, 0.085, -0.478], [-0.035, -0.287, -0.287], [0.945, 0.154, 0.300], [-0.021, 1.009, -0.237], [0.017, 0.187, -0.565], [0.168, 0.375, -0.129], [-0.837, 0.100, -0.263]], "orbital_gap_ev": 9.361, "smiles": "CC(C)COc1ccc(S(=O)(=O)n2cc(F)c(=O)[nH]c2=O)cc1", "e_lumo_ev": -0.199, "e_above_lowest_kj_mol": 0.0}

=====

{"formula": "CH7NO2", "method": "the ωB97M-V functional and the def2-TZVPD basis", "symbols": ["O", "O", "N", "C", "H", "H", "H", "H", "H", "H", "H"], "xyz": [[-2.565, 0.311, 0.054], [2.181, 0.775, 0.383], [0.667, -0.830, -0.588], [-0.285, -0.177, 0.028], [1.632, -0.344, -0.362], [-1.385, -0.159, -0.538], [3.062, 1.154, 0.453], [0.687, -1.837, -0.440], [-0.538, -0.439, 1.072], [-0.016, 0.877, 0.087], [-3.439, 0.669, -0.149]], "forces_ev_per_a": [[2.007, -1.003, 1.248], [-0.936, -0.885, -0.219], [-0.628, -1.717, 0.110], [3.458, 1.523, 2.298], [1.702, 2.230, -0.239], [-4.240, 1.118, -0.013], [0.174, -0.380, -0.251], [-0.181, -0.025, 0.051], [-1.274, -0.991, -0.700], [-0.367, 0.233, -0.663], [0.288, -0.103, -1.622]], "orbital_gap_ev": 6.080, "e_lumo_ev": -3.485, "e_above_lowest_kj_mol": 659.0}

=====

{"formula": "C22H34AuBN6O4PSe", "method": "the ωB97M-V functional and the def2-TZVPD basis", "symbols": ["Au", "Se", "P", "O", "O", "O", "O", "N", "N", "N", "N", "N", "N", "C", "C", "C", "C", "C", "C", "C", "C", "C", "C", "C", "C", "C", "C", "C", "C", "C", "C", "C", "C", "C", "C", "B", "H", "H", "H", "H", "H", "H", "H", "H", "H", "H", "H", "H", "H", "H", "H", "H", "H", "H", "H", "H", "H", "H", "H", "H", "H", "H", "H", "H", "H", "H", "H", "H", "H", "H"], "xyz": [[0.822, 1.236, 0.786], [0.658, 1.591, 3.237], [-0.765, 2.688, -1.039], [-1.313, 1.516, -1.939], [0.843, 2.421, -1.161], [-1.243, 4.029, -1.343], [-0.871, 2.236, 0.469], [-1.528, -0.216, 3.399], [-0.111, -0.853, 0.306], [2.597, 0.337, 1.046], [2.954, -0.853, 0.519], [0.355, -1.287, 3.550], [0.609, -1.959, 0.074], [1.692, 2.379, -2.394], [-2.670, 1.460, -2.533], [-1.519, -2.572, 0.099], [-0.657, -2.241, 3.586], [-1.864, -1.558, 3.488], [-3.084, -2.223, 3.466], [1.083, 3.296, -3.437], [1.746, 0.935, -2.844], [4.786, 0.116, 1.340], [4.269, -0.998, 0.697], [1.776, -1.603, 3.620], [-3.698, 1.792, -1.464], [-0.216, -3.009, -0.059], [3.041, 2.885, -1.925], [-3.031, -3.599, 3.549], [-0.602, -3.627, 3.672], [-2.734, 2.431, -3.698], [3.693, 0.935, 1.543], [-1.396, -1.204, 0.328], [-1.811, -4.289, 3.652], [-0.195, -0.079, 3.427], [-2.794, 0.022, -2.998], [2.126, -1.990, -0.238], [-2.150, 0.567, 3.266], [-2.539, 3.449, -3.366], [-4.699, 1.652, -1.873], [-3.607, 2.827, -1.135], [2.214, 0.308, -2.083], [2.345, 0.856, -3.752], [2.049, -2.221, 2.766], [0.956, 4.305, -3.049], [-3.588, 1.127, -0.605], [-2.693, -0.667, -2.160], [2.343, -0.676, 3.598], [-4.024, -1.694, 3.389], [2.316, -1.847, -1.417], [-2.153, -0.455, 0.504], [-2.011, 2.151, -4.466], [1.976, -2.135, 4.549], [1.758, 3.332, -4.293], [-2.023, -0.208, -3.734], [-3.768, -0.130, -3.464], [-3.952, -4.165, 3.536], [2.565, -3.028, 0.185], [0.181, -3.988, -0.269], [0.747, 0.554, -3.050], [-2.419, -3.160, 0.052], [0.120, 2.924, -3.783], [0.337, -4.159, 3.743], [3.435, 2.250, -1.128], [3.749, 2.858, -2.754], [5.806, 0.295, 1.629], [3.618, 1.899, 2.015], [2.965, 3.910, -1.565], [-1.826, -5.368, 3.716], [4.751, -1.902, 0.365], [-3.728, 2.394, -4.146]], "forces_ev_per_a": [[0.043, -0.233, 0.559], [0.043, 0.072, -0.181], [0.034, -0.061, -0.094], [-0.114, 0.038, -0.045], [-0.064, 0.037, -0.155], [0.017, 0.022, -0.005], [0.098, -0.163, 0.104], [0.039, -0.037, 0.070], [-0.016, 0.245, -0.286], [-0.008, 0.179, -0.226], [-0.026, -0.136, 0.190], [0.045, 0.000, 0.049], [0.013, -0.078, 0.172], [-0.053, 0.013, 0.077], [0.090, 0.003, 0.042], [0.020, -0.015, -0.024], [-0.049, 0.003, -0.041], [0.016, -0.005, -0.003], [0.019, 0.001, 0.036], [0.046, 0.006, -0.035], [0.013, -0.011, -0.031], [0.002, 0.014, 0.039], [0.001, -0.032, 0.058], [-0.003, 0.031, -0.013], [-0.048, -0.008, -0.037], [-0.021, -0.005, 0.065], [0.012, -0.026, -0.035], [-0.007, 0.015, 0.003], [-0.001, 0.008, -0.002], [-0.033, -0.016, -0.002], [-0.032, 0.002, 0.014], [0.035, 0.006, -0.014], [0.002, -0.008, -0.010], [-0.108, 0.021, -0.089], [-0.052, 0.000, -0.022], [0.012, 0.102, -0.119], [-0.001, 0.004, 0.014], [0.008, 0.011, -0.004], [0.008, 0.012, 0.008], [0.012, 0.000, 0.013], [-0.016, -0.012, 0.011], [0.004, 0.013, 0.007], [-0.007, -0.012, -0.006], [-0.016, -0.001, 0.008], [0.007, 0.003, 0.011], [0.005, -0.003, -0.003], [-0.008, -0.019, 0.004], [-0.003, 0.004, -0.003], [-0.022, 0.015, -0.006], [0.013, 0.007, -0.049], [0.013, 0.013, 0.003], [0.010, -0.010, -0.008], [-0.008, 0.000, 0.003], [0.013, -0.005, 0.008], [0.009, 0.000, 0.002], [-0.003, 0.000, 0.002], [0.008, -0.019, -0.065], [-0.002, -0.005, 0.017], [0.001, -0.004, 0.001], [-0.003, 0.000, -0.001], [-0.007, 0.006, 0.012], [0.001, -0.004, 0.002], [0.001, 0.001, 0.012], [-0.010, 0.001, 0.004], [0.003, 0.011, -0.005], [0.012, 0.012, -0.014], [0.000, 0.003, 0.013], [0.004, 0.000, 0.000], [0.001, 0.003, -0.012], [0.007, -0.010, 0.009]], "orbital_gap_ev": 6.587, "e_lumo_ev": -5.180, "e_above_lowest_kj_mol": 68.3, "total_charge": 1}

=====

{"formula": "C20H31N3O", "method": "the ωB97M-V functional and the def2-TZVPD basis", "symbols": ["O", "N", "N", "N", "C", "C", "C", "C", "C", "C", "C", "C", "C", "C", "C", "C", "C", "C", "C", "C", "C", "C", "C", "C", "H", "H", "H", "H", "H", "H", "H", "H", "H", "H", "H", "H", "H", "H", "H", "H", "H", "H", "H", "H", "H", "H", "H", "H", "H", "H", "H", "H", "H", "H", "H"], "xyz": [[0.102, 1.292, -4.761], [2.982, 1.580, 1.889], [1.101, 0.240, -1.607], [0.793, 1.029, -2.657], [3.160, 0.282, 1.254], [-0.484, 1.032, 4.786], [-0.495, -0.335, 4.999], [-5.319, -2.777, -0.750], [1.786, 0.907, 3.979], [1.769, -0.463, 4.215], [1.888, 2.355, 1.330], [-3.593, -1.203, -2.845], [0.164, -0.965, -3.895], [-2.360, -0.845, -3.675], [1.775, 2.164, -0.178], [0.336, 0.532, -3.845], [-1.067, -1.417, -3.100], [-5.286, -3.018, -2.255], [2.985, 1.574, 3.346], [1.521, 0.715, -0.508], [0.649, 1.647, 4.283], [0.638, -1.080, 4.721], [1.884, -0.240, 0.585], [-3.931, -2.693, -2.885], [3.937, 0.385, 0.485], [0.058, -1.257, -4.940], [-4.528, -3.339, -0.258], [2.032, -1.238, 0.173], [-1.379, -0.817, 5.390], [2.705, 2.483, -0.660], [-2.274, 0.242, -3.727], [3.520, -0.438, 1.988], [-5.187, -1.723, -0.521], [-1.103, -2.507, -3.121], [0.915, 2.040, -2.611], [-6.274, -3.097, -0.337], [-1.360, 1.623, 5.015], [-0.951, -1.103, -2.061], [0.917, 2.091, 1.783], [-5.517, -4.069, -2.448], [3.906, 1.078, 3.666], [-2.493, -1.208, -4.697], [0.656, 2.719, 4.139], [1.054, -1.430, -3.470], [-6.061, -2.417, -2.735], [-3.429, -0.888, -1.813], [-4.448, -0.642, -3.233], [0.966, 2.797, -0.555], [1.080, -0.292, 1.325], [2.084, 3.410, 1.556], [-3.157, -3.262, -2.367], [2.651, -1.055, 4.015], [3.034, 2.620, 3.666], [0.643, -2.145, 4.900], [-3.945, -3.020, -3.928]], "forces_ev_per_a": [[-0.088, 0.092, -0.162], [-0.036, 0.182, -0.025], [0.057, -0.793, 0.117], [0.200, 1.215, 0.465], [0.082, -0.250, -0.216], [-0.103, 0.049, 0.020], [-0.071, -0.032, 0.027], [-0.106, -0.020, -0.229], [0.026, 0.068, 0.022], [0.026, 0.030, 0.019], [-0.038, 0.194, 0.026], [0.152, -0.184, -0.243], [-0.056, -0.114, 0.049], [-0.017, -0.029, 0.345], [-0.062, 0.067, -0.066], [0.084, -0.402, -0.169], [-0.101, 0.104, -0.235], [0.225, -0.095, 0.084], [0.078, 0.028, -0.066], [-0.036, 0.176, -0.115], [0.061, -0.044, 0.050], [-0.016, -0.115, 0.000], [0.148, -0.058, 0.161], [-0.278, 0.210, 0.060], [-0.029, -0.190, 0.060], [0.062, 0.101, 0.008], [0.088, -0.045, 0.109], [-0.030, 0.006, -0.017], [-0.066, -0.037, 0.035], [-0.011, 0.065, -0.053], [0.000, 0.033, -0.096], [0.039, 0.026, -0.027], [0.022, 0.106, 0.106], [0.029, -0.035, 0.072], [-0.061, -0.254, -0.077], [-0.056, 0.004, 0.121], [-0.067, 0.040, 0.023], [-0.036, -0.095, 0.032], [0.081, 0.073, -0.074], [-0.081, 0.020, -0.044], [-0.040, 0.075, 0.063], [-0.010, 0.054, -0.100], [0.013, 0.102, -0.036], [0.005, -0.036, -0.083], [-0.050, -0.038, -0.074], [-0.052, 0.093, 0.066], [-0.071, 0.044, 0.068], [0.052, 0.020, -0.025], [-0.013, -0.028, 0.041], [-0.152, -0.051, -0.016], [0.071, -0.100, -0.035], [0.102, -0.043, -0.019], [0.041, -0.063, 0.082], [-0.003, -0.083, 0.020], [0.095, -0.043, -0.048]], "orbital_gap_ev": 9.152, "smiles": "CCCCCCCC(=O)NN=C1CCN(Cc2ccccc2)CC1", "e_lumo_ev": 0.632, "e_above_lowest_kj_mol": 133.5}